Record 1
# C18H34B2F4N6O

2 unconnected molecules or ions with the total composition C18H34B2F4N6O (ωB97M-V/def2-TZVPD, the OMol25 dataset).

Properties
gap between HOMO and LUMO	0.2891	hartree
HOMO energy	-9.490	eV
LUMO level	-1.62	eV
energy	-1559.39431	hartree

Geometry as ORCA input:
```
! RIJCOSX wB97M-V def2-TZVPD def2/J DEFGRID3
* xyz 0 1
C 2.36636 -4.25408 3.31757
C 2.82226 -2.99643 2.47898
C 3.91834 -3.43108 1.41391
C 1.61079 -2.31405 1.67130
C 2.04188 -0.82626 1.40220
C 0.91790 0.07882 0.71081
B -0.29845 -0.78267 0.08623
N -1.43853 -1.21161 0.93332
O -0.38331 -1.24431 -1.25298
N 0.30224 0.85053 1.86969
C -0.64687 1.76616 1.43927
N -1.74199 1.91387 2.25059
N -0.59825 2.58155 0.31255
C -1.90846 2.88760 -0.23753
C -2.32341 4.26063 -0.58359
C -3.64961 4.39073 -1.16489
N -4.57368 3.44941 -1.45601
C -4.22729 2.17499 -1.12247
C -2.93136 1.89621 -0.54045
C 0.42885 2.22977 -0.72050
N -0.13740 1.89842 -2.01065
C 1.52434 1.22512 -0.17395
C 2.64761 0.84659 -1.19916
C 2.31700 -0.15521 -2.35970
C 2.62839 -1.68527 -2.03755
C 3.29875 0.21817 -3.57779
H 1.37928 -4.66474 2.99052
H 2.38301 -4.03885 4.42328
H 3.15252 -5.04725 3.16316
H 3.28810 -2.20015 3.12853
H 3.45349 -3.85330 0.48675
H 4.55868 -2.54957 1.13820
H 4.61701 -4.20701 1.82964
H 1.52067 -2.93719 0.73579
H 0.72158 -2.42632 2.34933
H 2.27730 -0.37446 2.41069
H 3.00342 -0.84498 0.84137
H -1.13460 -1.48008 1.86717
H -1.98103 -1.94437 0.47841
H -1.32161 -1.38509 -1.47508
H -0.06158 0.22097 2.58426
H -2.48336 1.22065 2.30315
H -1.85738 2.75806 2.81194
H -1.64528 5.13300 -0.41422
H -3.94078 5.44033 -1.43530
H -4.95869 1.35485 -1.34753
H -2.69642 0.82238 -0.31017
H 1.01871 3.18114 -0.89292
H -0.76220 1.09750 -2.00870
H 0.53783 1.89057 -2.76629
H 2.06569 1.87817 0.58580
H 2.97143 1.81605 -1.68480
H 3.58298 0.47058 -0.69313
H 1.29369 -0.10630 -2.79240
H 3.43710 -2.05012 -2.73534
H 1.74636 -2.34855 -2.24094
H 3.01569 -1.86011 -1.00430
H 3.26025 1.32625 -3.76629
H 2.87139 -0.28933 -4.48144
H 4.32802 -0.15823 -3.36156
B -7.92702 0.47815 -0.03249
F -7.50091 1.41900 0.94766
F -8.54631 -0.62723 0.60514
F -8.84419 1.09485 -0.91915
F -6.78893 0.02315 -0.76792
*
```

***

Record 2
# C5H5F

A single C5H5F molecule (ωB97M-V/def2-TZVPD, the OMol25 dataset).

Properties
gap between HOMO and LUMO	0.3443	hartree
HOMO energy	-8.996	eV
LUMO level	0.37	eV
energy	-293.32852	hartree
relative energy (zero: lowest compared OMol25 entry of this formula, charge and spin)	0.368	eV

Geometry as ORCA input:
```
! RIJCOSX wB97M-V def2-TZVPD def2/J DEFGRID3
* xyz 0 1
F 2.32696 -0.00032 -0.46543
C 1.08343 -0.02815 0.23905
C 0.17530 1.13421 0.03010
C -1.08612 0.74115 -0.25221
C -1.10138 -0.72407 -0.20779
C 0.13273 -1.18184 0.02401
H 1.39040 -0.06922 1.27206
H 0.49278 2.22324 0.20252
H -1.90502 1.43515 -0.42931
H -1.95705 -1.33072 -0.46099
H 0.44796 -2.19942 0.04798
*
```

***

Record 3
# C4H7NO

2 unconnected molecules or ions with the total composition C4H7NO (ωB97M-V/def2-TZVPD, the OMol25 dataset).

Properties
gap between HOMO and LUMO	0.3676	hartree
HOMO energy	-9.112	eV
LUMO level	0.89	eV
energy	-286.53667	hartree
relative energy (zero: lowest compared OMol25 entry of this formula, charge and spin)	2.584	eV

Geometry as ORCA input:
```
! RIJCOSX wB97M-V def2-TZVPD def2/J DEFGRID3
* xyz 0 1
H -0.64219 1.83409 0.79394
N -0.18390 1.46671 -0.04355
C 0.75384 0.67088 0.27619
C 1.62359 0.00671 -0.75069
H 1.01110 0.45499 1.31878
H 2.41257 0.72586 -0.98831
H 1.09023 -0.23194 -1.67664
H 2.09208 -0.90044 -0.35776
C -2.01822 -0.51373 0.01527
C -1.01602 -1.10346 0.61906
O -0.24027 -1.71029 1.25080
H -1.90779 0.17796 -0.80823
H -2.97500 -0.87733 0.35113
*
```

***

Record 4
# C3H8N2OS

A single C3H8N2OS molecule (ωB97M-V/def2-TZVPD, the OMol25 dataset).

Properties
gap between HOMO and LUMO	0.3483	hartree
HOMO energy	-9.050	eV
LUMO level	0.43	eV
energy	-701.98118	hartree
relative energy (zero: lowest compared OMol25 entry of this formula, charge and spin)	2.621	eV

Geometry as ORCA input:
```
! RIJCOSX wB97M-V def2-TZVPD def2/J DEFGRID3
* xyz 0 1
C -2.25108 -0.59703 0.10161
N -0.81519 -0.54545 -0.12086
C -0.31661 0.79748 0.26997
C 1.22207 0.82726 0.07910
O 1.78995 1.89204 -0.03281
N 1.75143 -0.44154 0.02151
S 3.40258 -0.72358 0.18764
H -2.61938 -1.51383 -0.35430
H -2.64783 -0.59974 1.23792
H -2.94485 0.15958 -0.31442
H -0.62632 -0.69703 -1.10995
H -0.42733 0.81244 1.37216
H -0.75824 1.60573 -0.24619
H 1.23334 -1.26568 -0.08944
H 4.00745 0.28935 -1.00193
*
```

***

Record 5
# C3H5O2

2 unconnected molecules or ions with the total composition C3H5O2 (ωB97M-V/def2-TZVPD, the OMol25 dataset).

Properties
gap between HOMO and LUMO (alpha / beta)	0.2701 / 0.2964	hartree
HOMO energy (alpha / beta)	-14.688 / -14.900	eV
LUMO level (alpha / beta)	-7.34 / -6.83	eV
energy	-267.28132	hartree
relative energy (zero: lowest compared OMol25 entry of this formula, charge and spin)	5.627	eV

Geometry as ORCA input:
```
! RIJCOSX wB97M-V def2-TZVPD def2/J DEFGRID3
* xyz 1 1
C -0.19309 1.76011 0.04614
C 1.30100 -0.21266 -0.05638
C -0.77537 -1.49730 -0.05452
O 2.33593 -0.71532 0.09030
O 0.74462 0.91894 -0.20462
H -0.54667 2.21955 -0.83752
H -0.28403 2.00588 1.09838
H -0.17332 -1.97679 0.65437
H -1.09863 -1.86741 -0.98193
H -1.31045 -0.63500 0.24577
*
```

***

Record 6
# C6H12N2S

A molecular structure, C6H12N2S (ωB97M-V/def2-TZVPD, the OMol25 dataset).

Properties
gap between HOMO and LUMO	0.3472	hartree
HOMO energy	-8.735	eV
LUMO level	0.71	eV
energy	-743.38854	hartree
relative energy (zero: lowest compared OMol25 entry of this formula, charge and spin)	3.533	eV

Geometry as ORCA input:
```
! RIJCOSX wB97M-V def2-TZVPD def2/J DEFGRID3
* xyz 0 1
C 2.87180 1.00580 -0.43689
C 1.68870 0.07276 0.08445
C 1.80749 -1.28211 -0.70534
C 0.70458 0.40133 0.90391
C -0.33967 -0.58282 1.41190
C -2.67528 0.21411 -0.10820
H 2.88739 1.90216 0.12709
H 3.84411 0.48782 -0.45756
H 2.63983 1.15645 -1.56955
H 1.25159 -1.99189 0.05326
H 0.95506 -1.34460 -1.75102
H 2.93122 -1.66185 -1.16131
H 0.56188 1.39525 1.00986
H 0.04458 -1.48712 1.81320
H -1.05960 -0.30684 2.23852
H -4.21809 0.96593 -0.80364
H -4.41307 -0.86702 -0.72873
H -1.67819 1.65446 0.62257
N -3.83917 -0.04663 -0.82791
N -2.53896 1.42793 0.11189
S -1.42619 -1.11311 0.17349
*
```

***

no.,molar mass (g/mol)
1,448.13
2,84.09
3,85.11
4,120.18
5,73.07
6,144.24